(1)
{
  "formula": "C5H9FeO11",
  "method": "ωB97M-V with the def2-TZVPD basis set",
  "species": ["Fe", "O", "C", "O", "O", "H", "O", "C", "O", "O", "H", "O", "C", "O", "O", "H", "C", "C", "O", "O", "H", "H", "H", "H", "H", "H"],
  "positions_angstrom": [[-0.46123, 0.52159, -0.03907], [1.72911, 1.92908, 2.71794], [0.89979, 1.46646, 1.78968], [-0.22163, 1.90472, 1.57883], [1.15723, 0.47282, 1.05140], [2.63872, 1.70498, 2.58223], [-3.15956, 1.34041, 1.40408], [-2.24987, 0.39313, 1.91588], [-1.87259, 0.37485, 3.07313], [-1.81290, -0.34273, 0.88721], [-3.58772, 1.83368, 2.07304], [-0.98878, 3.42476, -0.50790], [-0.36792, 2.77231, -1.62800], [-0.07469, 1.57795, -1.32682], [-0.15961, 3.15593, -2.72752], [-0.42308, 3.12479, 0.25621], [0.81251, -1.71302, -1.76339], [1.29475, -3.15783, -1.63162], [1.10176, -3.37386, -0.18376], [-0.33068, -1.51518, -0.89223], [0.48318, -1.46318, -2.81450], [1.61461, -1.01004, -1.49867], [2.32746, -3.24504, -2.04629], [0.72902, -3.82513, -2.28860], [0.97367, -4.29131, 0.09210], [-0.05154, -2.06013, -0.07336]],
  "largest_force_ev_per_a": 4.50,
  "homo_lumo_gap_ev": [7.0, 6.2],
  "spin_multiplicity": 5,
  "e_above_lowest_kcal_mol": 5.2,
  "charge": -1
}

---

(2)
{
  "formula": "C3H2FNO",
  "method": "ωB97M-V with the def2-TZVPD basis set",
  "species": ["O", "C", "C", "F", "H", "C", "N", "H"],
  "positions_angstrom": [[-3.29073, -1.56488, -0.07461], [-2.53704, -0.66745, -0.09024], [-1.69390, 0.24860, 0.30506], [-1.84894, 1.57649, -0.04678], [-0.74349, -0.08528, 0.45535], [2.18185, -0.75091, 0.10810], [1.06251, -0.90383, 0.18179], [3.36462, -0.71886, 0.03464]],
  "largest_force_ev_per_a": 5.07,
  "homo_lumo_gap_ev": 9.3,
  "e_above_lowest_kcal_mol": 55.8,
  "smiles": "O=C=CF.C#N"
}

---

(3)
{
  "formula": "C12H30BFeN2O2P2",
  "method": "ωB97M-V with the def2-TZVPD basis set",
  "species": ["Fe", "H", "H", "P", "P", "C", "H", "H", "H", "C", "H", "H", "H", "C", "H", "H", "H", "C", "H", "H", "H", "C", "H", "H", "H", "C", "H", "H", "H", "C", "O", "H", "H", "H", "H", "B", "N", "H", "O", "N", "C", "C", "C", "C", "C", "H", "H", "H", "H", "H"],
  "positions_angstrom": [[0.07437, -0.02916, -0.32795], [0.56495, 0.04673, -3.98087], [-1.19460, -0.05182, -2.40690], [0.09343, -2.39796, -0.61156], [0.03815, 2.34331, -0.51584], [1.69240, 2.96280, -0.00746], [1.72639, 4.05975, -0.05927], [1.90995, 2.63458, 1.01435], [2.44800, 2.54218, -0.67942], [-0.17282, 3.19096, -2.12867], [-1.19474, 3.05270, -2.49940], [0.01661, 4.26654, -2.00608], [0.53127, 2.77752, -2.85868], [-1.03699, 3.34618, 0.57817], [-0.90087, 3.05642, 1.62387], [-0.79271, 4.41263, 0.48133], [-2.08433, 3.18624, 0.30090], [0.91575, -3.07293, -2.11167], [1.05971, -4.15825, -2.01335], [0.32038, -2.85617, -3.00589], [1.89501, -2.59486, -2.21919], [1.12832, -3.14499, 0.71003], [0.68102, -2.95098, 1.69057], [1.22437, -4.22936, 0.56859], [2.12146, -2.68310, 0.68439], [-1.39271, -3.46472, -0.50812], [-2.06710, -3.24760, -1.34368], [-1.11187, -4.52685, -0.54155], [-1.92027, -3.26495, 0.43058], [-1.74581, -0.12743, 0.51869], [-2.60651, -0.18893, 1.30540], [-2.19821, -0.90276, -3.40664], [-2.26531, 0.74520, -3.38194], [-0.73222, 0.99848, -5.17972], [-0.65096, -0.97914, -5.20593], [-0.53771, 0.00706, -4.50480], [-1.63680, -0.05526, -3.35551], [0.98452, 0.00919, -1.63848], [0.92272, 0.09259, 1.28144], [0.62768, 0.02957, 2.60608], [-0.27092, 0.89694, 3.13546], [-0.16671, 1.13737, 4.50822], [0.54576, 0.23717, 5.30466], [1.26720, -0.80594, 4.69890], [1.35196, -0.85031, 3.32040], [-0.96916, 1.37524, 2.47134], [-0.63586, 2.05514, 4.87124], [0.47496, 0.30090, 6.38760], [1.76508, -1.58515, 5.27167], [1.90374, -1.59475, 2.73469]],
  "largest_force_ev_per_a": 7.14,
  "homo_lumo_gap_ev": [6.8, 5.7],
  "spin_multiplicity": 6,
  "e_above_lowest_kcal_mol": 0.0,
  "charge": 2
}

---

(4)
{
  "formula": "C3H14N2O2S",
  "method": "ωB97M-V with the def2-TZVPD basis set",
  "species": ["N", "C", "N", "C", "C", "S", "H", "H", "H", "H", "H", "H", "H", "H", "H", "H", "O", "H", "H", "O", "H", "H"],
  "positions_angstrom": [[-1.42133, 0.31524, -0.68442], [-1.55523, -1.10476, -0.46049], [-0.63607, -1.72809, 0.57919], [0.77378, -1.92682, 0.21597], [1.74257, -0.88068, 0.91341], [3.47862, -1.51828, 0.74753], [-1.79781, 0.95574, -0.03515], [-0.45831, 0.55525, -0.67251], [-1.43099, -1.69141, -1.45762], [-2.59955, -1.39184, -0.03850], [-0.83317, -1.37447, 1.55458], [0.87852, -1.81603, -0.94597], [1.01960, -2.92785, 0.45270], [1.54986, -0.94399, 1.93701], [1.77657, 0.21904, 0.63896], [3.97656, -0.61723, -0.12097], [-0.71952, 2.27974, 1.31421], [-1.43852, 2.60238, 0.73812], [0.05951, 2.43855, 0.78797], [-0.77100, 2.96546, -1.48520], [-0.23869, 3.30425, -2.17348], [-1.35539, 2.28581, -1.80534]],
  "largest_force_ev_per_a": 3.64,
  "homo_lumo_gap_ev": 9.0,
  "e_above_lowest_kcal_mol": 25.1,
  "smiles": "NCNCCS.O.O"
}

---

(5)
{
  "formula": "C21H27AsF6N2O10P2SV",
  "method": "ωB97M-V with the def2-TZVPD basis set",
  "species": ["V", "N", "C", "C", "P", "O", "O", "O", "P", "O", "O", "O", "H", "H", "H", "H", "H", "H", "H", "H", "O", "C", "O", "C", "C", "C", "C", "O", "C", "O", "C", "C", "H", "H", "H", "H", "H", "S", "C", "N", "C", "C", "C", "C", "H", "H", "H", "H", "H", "C", "C", "C", "C", "C", "C", "H", "H", "H", "H", "H", "H", "H", "H", "H", "F", "As", "F", "F", "F", "F", "F"],
  "positions_angstrom": [[-1.59528, 0.15441, -0.01245], [-3.22429, 4.29864, -0.58121], [-1.89421, 3.83319, -0.14256], [-0.93911, 5.01142, 0.03122], [-2.18096, 2.98138, 1.48608], [-0.99148, 3.35965, 2.45160], [-3.40729, 3.77910, 2.04461], [-2.34590, 1.49816, 1.42443], [-1.22876, 2.51209, -1.18746], [-0.65995, 3.20437, -2.48332], [-0.17101, 1.80144, -0.33576], [-2.36305, 1.56011, -1.43159], [-3.82000, 4.24357, 1.27462], [-3.70790, 3.55941, -1.08469], [-3.13261, 5.09259, -1.20339], [-1.33397, 5.72797, 0.75369], [-0.80636, 5.51179, -0.92933], [0.03402, 4.67495, 0.38372], [-0.39732, 2.59944, 2.59193], [-0.17227, 2.56123, -3.03364], [-1.58061, -1.90349, 3.23057], [-0.71319, -1.48954, 2.49426], [-0.88681, -0.91434, 1.34301], [0.73925, -1.68361, 2.85868], [1.76081, -1.13112, 2.00976], [3.12998, -1.52465, 2.22740], [3.39761, -2.18336, 3.37483], [4.60051, -2.60443, 3.85246], [4.33783, -3.32468, 5.05338], [2.93811, -3.21233, 5.32564], [2.38703, -2.56808, 4.27796], [1.04868, -2.35353, 4.02553], [1.45692, -0.98139, 0.98098], [3.90355, -1.27185, 1.51594], [4.89763, -2.88193, 5.87515], [4.59043, -4.37607, 4.91437], [0.25926, -2.71742, 4.66810], [1.64778, 1.01071, 2.58704], [2.85804, 1.48425, 1.43455], [2.51584, 1.58594, 0.12915], [3.40527, 1.82063, -0.84330], [4.73657, 1.99352, -0.53984], [5.12929, 1.92098, 0.78900], [4.19283, 1.66047, 1.77430], [1.49124, 1.52283, -0.11925], [2.99820, 1.84040, -1.84064], [5.44661, 2.17541, -1.33207], [6.17012, 2.05199, 1.05495], [4.46797, 1.57033, 2.81490], [-4.99073, -3.26785, -2.62010], [-3.48567, -3.03318, -2.79930], [-2.72237, -4.34624, -2.57784], [-3.20515, -2.50492, -4.21356], [-3.01794, -2.03544, -1.82524], [-2.59192, -1.21679, -1.03632], [-5.34005, -4.00876, -3.34307], [-5.54604, -2.34187, -2.77531], [-5.20801, -3.63302, -1.61537], [-3.04790, -5.09280, -3.30698], [-2.90567, -4.73505, -1.57502], [-1.65183, -4.18465, -2.69430], [-3.54093, -3.23665, -4.95291], [-2.13973, -2.32786, -4.35078], [-3.73156, -1.56514, -4.38624], [0.38026, -0.57732, -1.16946], [0.87138, -0.61439, -2.87373], [0.46994, -2.27408, -2.96085], [2.47046, -0.93093, -2.29911], [1.42139, -0.57226, -4.50093], [1.23908, 1.13442, -2.74760], [-0.71604, -0.11574, -3.32930]],
  "largest_force_ev_per_a": 0.74,
  "homo_lumo_gap_ev": [6.9, 6.0],
  "spin_multiplicity": 4,
  "e_above_lowest_kcal_mol": 44.3
}

---

(6)
{
  "formula": "C4H10NO",
  "method": "ωB97M-V with the def2-TZVPD basis set",
  "species": ["C", "C", "C", "C", "N", "H", "H", "H", "H", "H", "H", "H", "H", "H", "H", "O"],
  "positions_angstrom": [[-0.57785, -0.22417, 1.69952], [-0.70633, 0.62671, 0.47460], [-1.49866, 1.66507, 0.33399], [-0.08776, 0.28315, -1.82009], [0.19676, 0.25458, -0.59510], [-1.22137, -1.09453, 1.61947], [0.43139, -0.63069, 1.80410], [-0.82007, 0.33787, 2.60498], [-1.51944, 2.24916, -0.57754], [-2.13860, 1.96085, 1.15305], [0.62575, -0.01173, -2.58125], [-1.03572, 0.62286, -2.19715], [1.11203, -0.07327, -0.25536], [2.41499, -2.11361, -1.33864], [2.68380, -2.13434, 0.17969], [2.14109, -1.71792, -0.50427]],
  "largest_force_ev_per_a": 1.33,
  "homo_lumo_gap_ev": 9.6,
  "e_above_lowest_kcal_mol": 25.8,
  "charge": 1
}

---

Which formula does entry 5 have? C21H27AsF6N2O10P2SV